No. 1
The following is a quantum chemistry calculation of a cluster of 4 separate species, C28H65BN4OP in total, from the OMol25 dataset.

Each atom is followed by the atoms it is bonded to, with distances in Å.
Positions of all 100 atoms, in Å:
1 C -1.81 4.73 -0.18  C2 1.534, H15 1.089, H16 1.089, H17 1.088
2 C -1.37 3.96 -1.44  C1 1.534, C3 1.548, H18 1.090, H19 1.095
3 C -2.22 2.71 -1.75  C2 1.548, C4 1.526, P5 1.952, H20 1.092
4 C -2.52 2.70 -3.25  C3 1.526, H21 1.092, H22 1.088, H23 1.097
5 P -1.45 1.16 -0.85  C3 1.952, B6 1.984, C9 1.959, H24 1.486, H25 1.503, H26 1.481
6 B -2.42 -0.20 -1.93  P5 1.984, C7 1.599, O8 1.405
7 C -3.78 -0.75 -1.30  B6 1.599, H27 1.087, H28 1.094, H29 1.092
8 O -2.03 -0.79 -3.14  B6 1.405, H30 0.962
9 C 0.20 1.12 -1.90  P5 1.959, C10 1.393, C14 1.389
10 C 1.37 1.13 -1.14  C9 1.393, C11 1.391, H31 1.083
11 C 2.61 1.09 -1.76  C10 1.391, N12 1.333, H32 1.085
12 N 2.80 1.08 -3.08  C11 1.333, C13 1.332
13 C 1.68 1.07 -3.81  N12 1.332, C14 1.393, H33 1.086
14 C 0.39 1.09 -3.28  C9 1.389, C13 1.393, H34 1.077
15 H -2.86 4.57 0.03  C1 1.089
16 H -1.67 5.80 -0.34  C1 1.089
17 H -1.24 4.41 0.69  C1 1.088
18 H -0.30 3.71 -1.39  C2 1.090
19 H -1.48 4.64 -2.28  C2 1.095
20 H -3.16 2.90 -1.23  C3 1.092
21 H -3.08 1.85 -3.65  C4 1.092
22 H -1.64 2.84 -3.87  C4 1.088
23 H -3.14 3.57 -3.48  C4 1.097
24 H -0.73 2.08 0.06  P5 1.486
25 H -0.88 0.01 -0.07  P5 1.503
26 H -2.60 1.16 0.09  P5 1.481
27 H -4.52 0.03 -1.14  C7 1.087
28 H -3.50 -1.13 -0.31  C7 1.094
29 H -4.18 -1.61 -1.85  C7 1.092
30 H -2.78 -0.75 -3.75  O8 0.962
31 H 1.29 1.16 -0.06  C10 1.083
32 H 3.50 1.07 -1.14  C11 1.085
33 H 1.80 1.04 -4.88  C13 1.086
34 H -0.46 1.05 -3.93  C14 1.077
35 C 0.83 0.05 3.34  C36 1.521, H42 1.090, H43 1.092, H44 1.091
36 C 1.16 0.98 4.49  C35 1.521, N37 1.449, H45 1.095, H46 1.104
37 N 1.49 2.32 4.08  C36 1.449, C38 1.449, C40 1.456
38 C 2.09 3.12 5.13  N37 1.449, C39 1.535, H47 1.094, H48 1.096
39 C 1.25 3.44 6.37  C38 1.535, H49 1.089, H50 1.093, H51 1.091
40 C 0.49 3.00 3.26  N37 1.456, C41 1.534, H52 1.093, H53 1.093
41 C -0.92 3.15 3.84  C40 1.534, H54 1.091, H55 1.092, H56 1.091
42 H 1.62 0.04 2.59  C35 1.090
43 H 0.70 -0.97 3.71  C35 1.092
44 H -0.10 0.33 2.84  C35 1.091
45 H 2.03 0.57 5.02  C36 1.095
46 H 0.33 0.96 5.22  C36 1.104
47 H 2.45 4.05 4.69  C38 1.094
48 H 2.99 2.59 5.47  C38 1.096
49 H 0.49 4.19 6.16  C39 1.089
50 H 1.89 3.85 7.16  C39 1.093
51 H 0.76 2.56 6.77  C39 1.091
52 H 0.41 2.46 2.31  C40 1.093
53 H 0.87 3.98 2.99  C40 1.093
54 H -1.29 2.22 4.28  C41 1.091
55 H -1.61 3.42 3.04  C41 1.092
56 H -0.98 3.93 4.59  C41 1.091
57 C 4.67 -0.36 -6.23  C58 1.520, H64 1.090, H65 1.090, H66 1.093
58 C 3.56 -1.38 -6.41  C57 1.520, N59 1.453, H67 1.093, H68 1.103
59 N 2.78 -1.16 -7.61  C58 1.453, C60 1.451, C62 1.449
60 C 1.54 -1.92 -7.64  N59 1.451, C61 1.534, H69 1.094, H70 1.094
61 C 1.63 -3.45 -7.69  C60 1.534, H71 1.090, H72 1.092, H73 1.090
62 C 3.52 -1.10 -8.86  N59 1.449, C63 1.536, H74 1.093, H75 1.093
63 C 4.38 -2.32 -9.23  C62 1.536, H76 1.091, H77 1.093, H78 1.089
64 H 4.27 0.65 -6.26  C57 1.090
65 H 5.14 -0.51 -5.25  C57 1.090
66 H 5.46 -0.45 -6.99  C57 1.093
67 H 2.89 -1.30 -5.56  C58 1.093
68 H 4.00 -2.39 -6.38  C58 1.103
69 H 0.94 -1.57 -8.49  C60 1.094
70 H 0.97 -1.64 -6.75  C60 1.094
71 H 1.94 -3.81 -8.67  C61 1.090
72 H 0.65 -3.88 -7.49  C61 1.092
73 H 2.32 -3.84 -6.94  C61 1.090
74 H 4.17 -0.23 -8.82  C62 1.093
75 H 2.82 -0.90 -9.67  C62 1.093
76 H 4.98 -2.67 -8.39  C63 1.091
77 H 5.08 -2.04 -10.03  C63 1.093
78 H 3.78 -3.15 -9.61  C63 1.089
79 C -2.72 -0.82 5.34  C80 1.521, H86 1.091, H87 1.091, H88 1.091
80 C -1.72 -1.94 5.63  C79 1.521, N81 1.453, H89 1.094, H90 1.101
81 N -2.11 -2.78 6.75  C80 1.453, C82 1.450, C84 1.451
82 C -1.04 -3.64 7.22  N81 1.450, C83 1.534, H91 1.094, H92 1.095
83 C -0.50 -4.72 6.27  C82 1.534, H93 1.089, H94 1.092, H95 1.090
84 C -3.42 -3.39 6.64  N81 1.451, C85 1.535, H96 1.093, H97 1.094
85 C -3.71 -4.28 5.42  C84 1.535, H98 1.090, H99 1.092, H100 1.089
86 H -2.91 -0.23 6.23  C79 1.091
87 H -2.31 -0.16 4.57  C79 1.091
88 H -3.67 -1.21 4.96  C79 1.091
89 H -0.77 -1.47 5.88  C80 1.094
90 H -1.56 -2.52 4.71  C80 1.101
91 H -1.37 -4.12 8.15  C82 1.094
92 H -0.21 -2.99 7.51  C82 1.095
93 H -1.20 -5.55 6.16  C83 1.089
94 H 0.42 -5.13 6.67  C83 1.092
95 H -0.28 -4.32 5.28  C83 1.090
96 H -4.17 -2.60 6.66  C84 1.093
97 H -3.61 -3.97 7.55  C84 1.094
98 H -3.38 -3.81 4.49  C85 1.090
99 H -4.79 -4.45 5.34  C85 1.092
100 H -3.24 -5.26 5.50  C85 1.089

HOMO: -0.1189 Ha
maximum force: 0.91 eV Å⁻¹
LUMO energy: 0.0933 hartree
M: 515.641 g/mol
energy: -1766.217567 a.u.
total charge: -1

Atomic partial charges in e from the Löwdin method, atoms 1 to 2:
1 C -0.12
2 C -0.30

=====

No. 2
The following is a quantum chemistry calculation of a cluster of 2 separate species, C14H20BN2O in total at a distorted geometry, from the OMol25 dataset.

Each atom is followed by the atoms it is bonded to, with distances in Å.
Positions of all 38 atoms, in Å:
1 C 3.54 -3.42 0.97  O2 1.438, H11 1.087, H12 1.095, H13 1.095
2 O 3.62 -2.60 2.15  C1 1.438, C3 1.351
3 C 2.66 -1.68 2.39  O2 1.351, C4 1.417, C10 1.412
4 C 2.85 -0.91 3.56  C3 1.417, C5 1.365, H14 1.092
5 C 1.93 0.06 3.87  C4 1.365, N6 1.370, H15 1.095
6 N 0.84 0.27 3.07  C5 1.370, B7 1.454, C9 1.367
7 B -0.15 1.30 3.35  N6 1.454, H16 1.196, H17 1.187
8 H -1.94 1.60 0.66  C28 1.079
9 C 0.65 -0.48 1.94  N6 1.367, C10 1.374, H18 1.094
10 C 1.54 -1.45 1.56  C3 1.412, C9 1.374, H19 1.090
11 H 4.40 -4.08 1.04  C1 1.087
12 H 2.62 -4.01 0.97  C1 1.095
13 H 3.60 -2.80 0.07  C1 1.095
14 H 3.73 -1.12 4.16  C4 1.092
15 H 2.02 0.70 4.75  C5 1.095
16 H -1.19 0.86 3.73  B7 1.196
17 H 0.16 2.38 2.96  B7 1.187
18 H -0.25 -0.26 1.35  C9 1.094
19 H 1.35 -1.99 0.63  C10 1.090
20 C -2.47 3.23 -1.68  N21 1.443, H29 1.095, H30 1.103, H31 1.106
21 N -2.33 1.82 -1.39  C20 1.443, C22 1.406, C28 1.435
22 C -1.67 0.91 -2.24  N21 1.406, C23 1.418, C27 1.412
23 C -2.31 0.39 -3.39  C22 1.418, C24 1.395, H32 1.091
24 C -1.68 -0.58 -4.17  C23 1.395, C25 1.405, H33 1.093
25 C -0.38 -1.00 -3.86  C24 1.405, C26 1.401, H34 1.096
26 C 0.27 -0.49 -2.73  C25 1.401, C27 1.396, H35 1.095
27 C -0.37 0.45 -1.92  C22 1.412, C26 1.396, H36 1.089
28 C -2.74 1.48 -0.06  H8 1.079, N21 1.435, H37 1.095, H38 1.099
29 H -1.92 3.47 -2.60  C20 1.095
30 H -3.55 3.46 -1.80  C20 1.103
31 H -2.12 3.85 -0.84  C20 1.106
32 H -3.32 0.72 -3.62  C23 1.091
33 H -2.20 -1.00 -5.04  C24 1.093
34 H 0.13 -1.72 -4.51  C25 1.096
35 H 1.28 -0.83 -2.48  C26 1.095
36 H 0.12 0.86 -1.04  C27 1.089
37 H -3.13 0.45 -0.03  C28 1.095
38 H -3.58 2.14 0.21  C28 1.099

HOMO: -0.3779 Ha
maximum force: 2.35 eV Å⁻¹
LUMO energy: -0.1633 hartree
M: 243.139 g/mol
energy: -754.771451 a.u.
total charge: +1

Atomic partial charges in e from the Löwdin method, atoms 1 to 2:
1 C -0.02
2 O -0.04

=====

What is the total charge in the first record? -1

=====

Which value of M does entry 1 give? 515.641 g/mol

=====

The lowest HOMO belongs to which entry? C14H20BN2O

=====

What is the M in the first record? 515.641 g/mol